12
Properties=species:S:1:pos:R:3 method="wB97M-V/def2-TZVPD" largest_force_ev_per_a=10.46 smiles="COn1[nH]nnc1=O" lumo_energy_ev=-0.3 gap_ev=9.10 total_charge=0 e_homo_ev=-9.4
C -0.47737 0.76588 1.90714
O 0.10356 -0.31719 0.92867
N 0.14048 0.10603 -0.44685
N 1.40415 -0.37953 -0.78958
N 1.09294 -0.83679 -2.25866
N -0.04227 -1.09468 -2.40885
C -0.90678 -0.60620 -1.32109
O -2.02024 -0.77279 -1.13615
H -0.37033 -0.18705 2.79183
H -1.27942 1.18536 1.51641
H 0.36972 1.50784 2.18059
H 1.98556 0.62910 -0.96345

---

12
Properties=species:S:1:pos:R:3 method="wB97M-V/def2-TZVPD" largest_force_ev_per_a=9.85 lumo_energy_ev=-0.3 gap_ev=8.69 total_charge=0 e_homo_ev=-9.0
C 1.06244 -0.12721 -0.06130
C -0.81668 -0.80584 0.06029
H 2.83624 0.91200 -0.58118
H 3.00532 -0.89094 0.04283
H -2.76606 -1.01079 0.25378
H -1.86973 2.26731 -0.13721
N 2.41700 -0.16804 -0.03470
N 0.38373 -1.24137 0.11166
N -1.91968 -1.43716 -0.09669
N -0.92169 0.55362 0.60912
O -1.99598 0.94813 -0.29049
O 0.58510 1.00028 0.12391

---

12
Properties=species:S:1:pos:R:3 method="wB97M-V/def2-TZVPD" largest_force_ev_per_a=3.42 lumo_energy_ev=0.7 gap_ev=8.71 total_charge=0 e_homo_ev=-8.0
N -1.42628 -2.09613 -0.26904
N -1.26883 -0.75165 -0.30131
C -0.12696 -0.18242 -0.14441
O 1.08178 -0.77889 -0.13875
N 2.03443 0.25003 -0.14222
N 1.47325 1.45889 -0.05410
C 0.20405 1.24163 -0.09323
S -1.19806 2.22484 -0.06690
H -0.57548 -2.47259 0.06214
H -2.34922 -2.22178 0.31536
H 2.65070 -0.00236 0.58710
H -0.49939 3.33044 0.24536

---

no.,E_tot (Ha)
1,-447.8707
2,-447.8537
3,-770.9225